Entry from OMol25: a molecular structure, C29H82BF3HgO14S in a non-equilibrium geometry (the ωB97M-V functional and the def2-TZVPD basis).

LUMO, eV: -6.09
Charge: 0
E_HOMO, eV: -8.27
Orbital gap, Ha: 0.080
Energy, a.u.: -3082.77712
Maximum force, eV/Å: 5.232

Geometry (Å):
Hg -0.541 -6.004 -3.172
O -4.195 -0.359 -5.474
H -3.760 0.497 -5.464
H -4.761 -0.370 -6.248
H -3.519 -1.040 -5.449
B -0.741 -2.981 -5.871
H -0.387 -1.992 -6.114
H 0.049 -3.701 -5.719
H -1.275 -2.864 -4.941
H -1.467 -3.372 -6.568
C 1.152 0.153 0.502
F 1.791 -0.318 1.538
F 0.874 1.362 0.736
F 2.018 0.049 -0.506
S -0.447 -0.920 0.266
O -1.326 -0.114 -0.571
O -0.041 -2.206 -0.342
O -1.068 -1.123 1.572
C -5.939 -5.072 -1.991
O -5.088 -6.006 -2.661
H -6.369 -4.414 -2.746
H -6.816 -5.345 -1.404
H -5.334 -4.423 -1.357
C -1.349 -8.296 3.020
C -0.088 -7.759 2.550
C 1.181 -8.389 3.075
O -0.110 -8.180 1.147
H -1.557 -8.041 4.059
H -1.241 -9.378 2.938
H -2.218 -8.035 2.417
H -0.094 -6.670 2.601
H 1.058 -8.502 4.153
H 1.951 -7.658 2.832
H 1.337 -9.404 2.709
H -0.097 -9.137 1.228
C 0.440 5.349 -4.434
C -1.100 5.220 -4.679
C -1.670 6.467 -5.258
O -1.408 4.233 -5.652
H 0.807 6.298 -4.041
H 0.992 5.236 -5.367
H 0.692 4.497 -3.803
H -1.540 4.914 -3.730
H -2.731 6.455 -5.507
H -1.248 6.788 -6.210
H -1.419 7.278 -4.574
H -0.744 4.182 -6.343
C 4.301 0.963 -7.067
C 3.798 1.586 -8.376
C 4.727 1.028 -9.468
O 2.425 1.227 -8.719
H 4.030 -0.092 -7.115
H 3.945 1.545 -6.217
H 5.381 0.919 -6.930
H 3.944 2.665 -8.346
H 4.781 -0.041 -9.674
H 5.692 1.441 -9.174
H 4.531 1.446 -10.456
H 2.244 0.405 -8.257
C 2.845 -4.192 7.997
C 4.313 -4.306 7.502
C 4.853 -3.232 6.517
O 4.919 -4.257 8.784
H 2.164 -4.289 7.151
H 2.690 -3.314 8.624
H 2.551 -5.011 8.654
H 4.484 -5.315 7.128
H 5.927 -3.420 6.499
H 4.710 -2.224 6.908
H 4.292 -3.238 5.583
H 4.541 -4.996 9.267
C 8.102 6.383 3.224
C 6.883 7.350 3.346
C 5.703 6.777 2.522
O 6.448 7.383 4.718
H 8.580 6.509 2.253
H 7.929 5.313 3.335
H 8.927 6.539 3.919
H 7.265 8.348 3.133
H 4.759 7.252 2.790
H 5.574 5.728 2.791
H 5.780 7.045 1.468
H 6.153 6.476 4.834
C -5.653 -3.785 6.064
C -6.453 -2.947 5.081
C -7.839 -2.429 5.619
O -5.747 -1.722 4.985
H -5.854 -4.855 6.117
H -6.007 -3.538 7.065
H -4.586 -3.587 5.962
H -6.528 -3.356 4.074
H -8.606 -3.186 5.786
H -8.146 -1.733 4.838
H -7.679 -1.894 6.555
H -4.872 -1.948 4.664
C 5.585 -4.249 -1.614
C 4.709 -4.516 -2.767
C 5.468 -4.936 -4.097
O 3.985 -5.663 -2.502
H 6.021 -3.260 -1.762
H 6.482 -4.866 -1.555
H 5.046 -4.131 -0.674
H 4.001 -3.701 -2.919
H 5.940 -5.918 -4.086
H 6.198 -4.185 -4.399
H 4.814 -4.986 -4.967
H 4.613 -6.364 -2.308
C -8.051 4.262 0.430
C -7.194 2.974 0.543
C -7.834 1.704 0.024
O -6.014 3.231 -0.194
H -7.557 5.137 0.850
H -9.043 4.248 0.881
H -8.072 4.516 -0.630
H -7.059 2.732 1.597
H -8.733 1.492 0.602
H -7.213 0.811 0.103
H -8.092 1.878 -1.020
H -5.541 2.395 -0.191
C -0.976 8.960 1.402
C -1.461 7.561 1.604
C -1.379 6.905 3.016
O -2.768 7.668 1.396
H -1.287 9.428 0.468
H 0.113 8.982 1.430
H -1.306 9.711 2.120
H -1.044 6.903 0.842
H -0.344 6.642 3.233
H -1.926 5.962 3.030
H -1.828 7.553 3.768
H -3.125 6.790 1.244

These are the Löwdin partial charges, in e, on atoms 1 to 99: atom 1 (Hg): 0.567, atom 2 (O): 0.401, atom 3 (H): 0.193, atom 4 (H): 0.191, atom 5 (H): 0.184, atom 6 (B): -0.419, atom 7 (H): -0.083, atom 8 (H): -0.101, atom 9 (H): -0.098, atom 10 (H): -0.086, atom 11 (C): -0.751, atom 12 (F): 0.142, atom 13 (F): 0.202, atom 14 (F): 0.131, atom 15 (S): 0.500, atom 16 (O): -0.332, atom 17 (O): -0.324, atom 18 (O): -0.309, atom 19 (C): -0.177, atom 20 (O): -0.074, atom 21 (H): 0.086, atom 22 (H): 0.072, atom 23 (H): 0.100, atom 24 (C): -0.091, atom 25 (C): -0.491, atom 26 (C): -0.051, atom 27 (O): -0.096, atom 28 (H): 0.087, atom 29 (H): 0.086, atom 30 (H): 0.092, atom 31 (H): 0.146, atom 32 (H): 0.079, atom 33 (H): 0.087, atom 34 (H): 0.084, atom 35 (H): 0.063, atom 36 (C): -0.041, atom 37 (C): -0.482, atom 38 (C): -0.086, atom 39 (O): -0.075, atom 40 (H): 0.077, atom 41 (H): 0.072, atom 42 (H): 0.077, atom 43 (H): 0.136, atom 44 (H): 0.079, atom 45 (H): 0.083, atom 46 (H): 0.079, atom 47 (H): 0.084, atom 48 (C): -0.068, atom 49 (C): -0.451, atom 50 (C): -0.084, atom 51 (O): -0.061, atom 52 (H): 0.084, atom 53 (H): 0.078, atom 54 (H): 0.076, atom 55 (H): 0.131, atom 56 (H): 0.081, atom 57 (H): 0.072, atom 58 (H): 0.070, atom 59 (H): 0.073, atom 60 (C): -0.072, atom 61 (C): -0.463, atom 62 (C): -0.033, atom 63 (O): -0.086, atom 64 (H): 0.071, atom 65 (H): 0.084, atom 66 (H): 0.067, atom 67 (H): 0.125, atom 68 (H): 0.076, atom 69 (H): 0.075, atom 70 (H): 0.079, atom 71 (H): 0.077, atom 72 (C): -0.076, atom 73 (C): -0.444, atom 74 (C): -0.060, atom 75 (O): -0.070, atom 76 (H): 0.071, atom 77 (H): 0.071, atom 78 (H): 0.071, atom 79 (H): 0.134, atom 80 (H): 0.073, atom 81 (H): 0.080, atom 82 (H): 0.077, atom 83 (H): 0.074, atom 84 (C): -0.060, atom 85 (C): -0.472, atom 86 (C): -0.048, atom 87 (O): -0.077, atom 88 (H): 0.073, atom 89 (H): 0.075, atom 90 (H): 0.079, atom 91 (H): 0.127, atom 92 (H): 0.071, atom 93 (H): 0.071, atom 94 (H): 0.077, atom 95 (H): 0.084, atom 96 (C): -0.078, atom 97 (C): -0.498, atom 98 (C): -0.047, atom 99 (O): -0.078